[1]
{
  "formula": "C6H12O2",
  "method": "the ωB97M-V functional and the def2-TZVPD basis",
  "relative_energy_kcal_mol": 49.6,
  "total_charge": 0,
  "homo_ev": -8.61,
  "lumo_ev": 0.753,
  "orbital_gap_ev": 9.37,
  "smiles": "C/C=C/O.C=C(C)O",
  "symbols": ["C", "C", "C", "O", "H", "H", "H", "H", "H", "H", "C", "C", "O", "C", "H", "H", "H", "H", "H", "H"],
  "coordinates": [[2.85674, -0.89052, 0.48657], [2.05089, 0.37819, 0.50066], [1.86600, 1.09882, -0.59452], [1.10288, 2.23236, -0.57941], [2.23116, -1.77566, 0.61691], [3.36215, -0.99766, -0.47227], [3.61054, -0.89476, 1.26969], [1.64288, 0.73875, 1.43379], [2.23338, 0.79630, -1.57126], [1.27659, 2.75648, -1.36763], [-3.38251, -0.39070, 0.28056], [-2.10210, -0.64624, 0.06841], [-1.50708, -0.16480, -1.06577], [-1.21701, -1.44553, 0.97778], [-3.93964, -0.76483, 1.12330], [-3.92414, 0.22236, -0.42718], [-0.55474, -0.12063, -0.91415], [-1.83021, -1.84843, 1.78070], [-0.72096, -2.24870, 0.43929], [-0.46834, -0.77905, 1.41019]]
}

---

[2]
{
  "formula": "C31H24CaN5O3S",
  "method": "the ωB97M-V functional and the def2-TZVPD basis",
  "relative_energy_kcal_mol": 14.2,
  "total_charge": 1,
  "homo_ev": -9.54,
  "lumo_ev": -3.020,
  "orbital_gap_ev": 6.52,
  "symbols": ["Ca", "O", "C", "O", "C", "C", "C", "N", "C", "C", "C", "C", "C", "C", "C", "N", "C", "C", "C", "C", "C", "N", "H", "H", "H", "H", "H", "H", "H", "H", "H", "H", "N", "C", "C", "C", "N", "H", "H", "H", "H", "O", "S", "C", "C", "C", "C", "C", "C", "C", "C", "C", "C", "C", "C", "H", "H", "H", "H", "H", "H", "H", "H", "H", "H"],
  "coordinates": [[0.57943, -0.43404, 0.06908], [-4.61918, 4.34969, -1.12476], [-4.79827, 3.31372, -0.47067], [-5.79611, 2.82781, 0.07938], [-3.52422, 2.45487, -0.31026], [-3.62017, 1.10161, -0.00315], [-2.46853, 0.33946, 0.02294], [-1.24650, 0.89080, -0.05312], [-1.14910, 2.21281, -0.26013], [-2.25833, 3.00378, -0.48717], [0.23615, 2.76067, -0.37384], [0.46948, 4.11270, -0.15358], [1.73656, 4.62134, -0.36921], [2.73537, 3.76574, -0.80603], [2.42773, 2.42833, -0.96494], [1.21695, 1.91130, -0.73923], [-2.50321, -1.14162, 0.23738], [-3.63286, -1.87131, -0.10935], [-3.66464, -3.22688, 0.16531], [-2.56855, -3.81587, 0.77614], [-1.47044, -3.02482, 1.05573], [-1.41785, -1.71709, 0.79167], [-4.60720, 0.70484, 0.19003], [-2.20450, 4.03820, -0.79731], [-0.33814, 4.74961, 0.17399], [1.93748, 5.67164, -0.20846], [3.73312, 4.11934, -1.01851], [3.18941, 1.73405, -1.29654], [-4.46969, -1.37611, -0.57921], [-4.53617, -3.81458, -0.08883], [-2.55392, -4.86658, 1.02361], [-0.59178, -3.45019, 1.52770], [3.39435, 0.52266, 2.16516], [4.71039, 0.66445, 1.94475], [4.97554, 0.10608, 0.71510], [3.73224, -0.35097, 0.26583], [2.77007, -0.10102, 1.15282], [2.87065, 0.82217, 2.97052], [5.34854, 1.14452, 2.66636], [5.92584, 0.04017, 0.21887], [3.49482, -0.85109, -0.66056], [1.28235, -2.21930, -0.94061], [1.59387, -3.49676, -1.72327], [0.40590, -4.72896, -1.28512], [0.48764, -5.51279, -0.13732], [-0.48086, -6.47528, 0.08198], [-1.51818, -6.64629, -0.83054], [-1.59574, -5.85649, -1.96650], [-0.62301, -4.89447, -2.20345], [3.08055, -4.14117, -1.01771], [3.80332, -5.03221, -1.80064], [4.95806, -5.59276, -1.27749], [5.38054, -5.24839, -0.00019], [4.65601, -4.34252, 0.76217], [3.49272, -3.78074, 0.25570], [1.31062, -5.39946, 0.55582], [-0.42159, -7.10677, 0.95811], [-2.26363, -7.41062, -0.65734], [-2.39703, -5.99694, -2.67787], [-0.65842, -4.28738, -3.09900], [3.47360, -5.28356, -2.80024], [5.53295, -6.28940, -1.87112], [6.28512, -5.68450, 0.40085], [4.99617, -4.07200, 1.75237], [2.92222, -3.06754, 0.83587]]
}

---

[3]
{
  "formula": "C37H54CdN6O7P2",
  "method": "the ωB97M-V functional and the def2-TZVPD basis",
  "relative_energy_kcal_mol": 25.3,
  "total_charge": 2,
  "homo_ev": -13.74,
  "lumo_ev": -4.261,
  "orbital_gap_ev": 9.48,
  "symbols": ["Cd", "C", "N", "C", "C", "C", "C", "C", "C", "N", "C", "C", "C", "C", "C", "C", "N", "C", "C", "C", "C", "C", "N", "H", "H", "H", "H", "H", "H", "H", "H", "H", "H", "H", "H", "H", "H", "H", "H", "H", "H", "C", "C", "C", "O", "P", "O", "C", "P", "O", "O", "C", "C", "C", "O", "C", "C", "C", "O", "C", "C", "C", "H", "H", "H", "H", "H", "H", "H", "H", "H", "H", "H", "H", "H", "H", "H", "H", "H", "H", "H", "H", "H", "H", "H", "H", "H", "H", "H", "H", "H", "H", "N", "C", "O", "C", "C", "C", "C", "N", "C", "H", "H", "H", "H", "H", "H"],
  "coordinates": [[-0.35235, 0.24451, 0.23002], [2.60557, -0.76705, 0.80828], [1.45424, -1.29452, 0.05157], [0.89573, -2.45315, 0.75383], [-0.53574, -2.76435, 0.37763], [-1.11570, -3.94213, 0.83063], [-2.42472, -4.22180, 0.48341], [-3.11144, -3.32269, -0.32203], [-2.47485, -2.15761, -0.69514], [-1.21630, -1.87023, -0.34511], [1.85396, -1.74990, -1.30619], [2.32999, -0.76772, -2.36301], [2.13460, -1.10608, -3.69738], [2.69747, -0.31450, -4.68189], [3.44044, 0.79316, -4.30904], [3.58967, 1.04681, -2.95619], [3.05060, 0.29039, -2.00618], [2.18754, 0.03624, 2.01027], [3.04044, 0.16329, 3.09990], [2.64583, 0.92516, 4.18439], [1.39781, 1.53450, 4.16061], [0.60642, 1.36170, 3.04545], [0.99294, 0.63894, 1.98614], [3.27765, -1.57608, 1.11748], [3.14426, -0.10259, 0.13650], [1.50998, -3.34268, 0.56862], [0.92213, -2.26532, 1.83104], [-0.54434, -4.62301, 1.44856], [-2.90118, -5.12976, 0.82813], [-4.12065, -3.52966, -0.64909], [-2.98269, -1.41412, -1.29951], [2.67331, -2.47430, -1.18859], [1.00284, -2.29247, -1.71634], [1.57682, -1.99585, -3.96160], [2.57377, -0.56752, -5.72709], [3.90898, 1.42849, -5.04884], [4.18887, 1.87965, -2.60236], [3.99947, -0.33706, 3.09460], [3.29510, 1.03622, 5.04231], [1.04545, 2.12431, 4.99440], [-0.38117, 1.80432, 2.98131], [1.08424, 4.82887, -1.01603], [0.81685, 4.49473, -2.46949], [0.85255, 5.70817, -3.37566], [-0.52290, 3.92038, -2.57963], [-0.87956, 2.39571, -2.52150], [-0.06876, 1.57588, -1.58667], [-2.64610, 2.47977, -2.11945], [-2.93528, 2.49225, -0.33476], [-1.89675, 1.81267, 0.48235], [-3.10614, 4.02236, -0.04714], [-3.13300, 4.65177, 1.28192], [-3.82551, 3.79235, 2.32880], [-1.71606, 5.01381, 1.68399], [-4.29570, 1.72806, -0.08339], [-5.64406, 1.93470, -0.60674], [-5.87551, 0.97637, -1.76322], [-5.94618, 3.37547, -0.97432], [-0.75265, 1.74171, -3.94354], [-1.37607, 2.02919, -5.22768], [-1.84624, 3.46370, -5.38410], [-2.48897, 1.02421, -5.46886], [2.08887, 5.23710, -0.91026], [0.99764, 3.93032, -0.40265], [0.36943, 5.57484, -0.66899], [1.53306, 3.75327, -2.81393], [0.03558, 6.38724, -3.13029], [0.76774, 5.41861, -4.42305], [1.79399, 6.24013, -3.24358], [-3.10972, 1.58634, -2.53886], [-3.08335, 3.37647, -2.55401], [-3.70881, 5.56126, 1.11161], [-3.27904, 2.85989, 2.47842], [-4.84790, 3.55374, 2.03607], [-3.86110, 4.33892, 3.26954], [-1.11828, 4.10961, 1.81004], [-1.73541, 5.57179, 2.61906], [-1.25608, 5.63599, 0.91828], [-6.28319, 1.64074, 0.22720], [-5.36453, 1.31492, -2.66643], [-6.94061, 0.91270, -1.98103], [-5.51902, -0.02063, -1.50111], [-5.33653, 3.70953, -1.81518], [-5.77283, 4.04185, -0.13143], [-6.99472, 3.45276, -1.25773], [-0.57240, 1.84387, -5.94154], [-2.69951, 3.68284, -4.74068], [-2.15541, 3.61678, -6.41699], [-1.04697, 4.16742, -5.15879], [-3.35507, 1.23103, -4.83657], [-2.13505, 0.01266, -5.27028], [-2.80674, 1.08092, -6.50916], [-2.07887, -2.99909, 6.41174], [-1.42559, -2.73169, 5.26254], [-0.29744, -3.11965, 5.02127], [-2.16730, -1.91873, 4.23360], [-3.54667, -1.79938, 4.13523], [-4.06980, -1.09079, 3.06322], [-3.20840, -0.54855, 2.12522], [-1.87766, -0.64736, 2.21451], [-1.39024, -1.31245, 3.25656], [-1.61971, -3.56270, 7.10813], [-2.96370, -2.59071, 6.64620], [-4.21251, -2.26073, 4.85308], [-5.13906, -0.97779, 2.94690], [-3.59224, -0.00517, 1.27560], [-0.31209, -1.38513, 3.34797]]
}

---

[4]
{
  "formula": "C6H14N4O2",
  "method": "the ωB97M-V functional and the def2-TZVPD basis",
  "relative_energy_kcal_mol": 56.3,
  "total_charge": 0,
  "homo_ev": -8.84,
  "lumo_ev": 0.785,
  "orbital_gap_ev": 9.62,
  "smiles": "[H]/N=C(\\N)NCCC[C@H](N)C(=O)O",
  "symbols": ["C", "C", "C", "C", "C", "C", "H", "H", "H", "H", "H", "H", "H", "H", "H", "H", "H", "H", "H", "H", "N", "N", "N", "N", "O", "O"],
  "coordinates": [[2.55899, -0.11489, -0.08927], [1.99727, 1.25898, 0.16628], [1.52936, -1.14460, -0.15194], [0.22747, -0.92870, -1.05884], [-0.81007, 0.04713, -0.38573], [-3.28915, 0.42245, 0.08855], [3.50076, -0.23776, 1.71460], [3.97291, -1.38123, 0.66194], [2.89719, -0.06850, -1.07805], [1.94486, -2.19495, -0.53167], [1.03215, -1.46460, 0.82157], [0.26513, -0.80489, -2.25232], [-0.30259, -1.91155, -0.94783], [-0.58237, 1.12195, -0.39106], [-0.74175, -0.18126, 0.66364], [-2.49133, 0.14163, -1.61635], [-4.75510, 1.65803, 0.23782], [-2.82657, -1.08467, 1.50792], [-4.14608, -0.29064, 1.85345], [2.07718, 2.90145, -0.66135], [3.65174, -0.39410, 0.80995], [-2.25475, -0.11686, -0.71241], [-3.98898, 1.32221, -0.38618], [-3.26100, -0.18893, 1.35799], [1.15582, 1.49713, 1.00487], [2.63888, 2.13718, -0.62557]]
}

---

[5]
{
  "formula": "H20O10",
  "method": "the ωB97M-V functional and the def2-TZVPD basis",
  "relative_energy_kcal_mol": 126.7,
  "total_charge": 0,
  "homo_ev": -9.51,
  "lumo_ev": -0.257,
  "orbital_gap_ev": 9.25,
  "smiles": "O.O.O.O.O.O.O.O.O.O",
  "symbols": ["H", "H", "H", "H", "H", "H", "H", "H", "H", "H", "H", "H", "H", "H", "H", "H", "H", "H", "H", "H", "O", "O", "O", "O", "O", "O", "O", "O", "O", "O"],
  "coordinates": [[-0.25961, 0.94829, -1.40550], [-0.84809, -0.45107, -1.47990], [5.18986, 1.09975, 1.11845], [3.78886, 0.51773, 1.02615], [1.41190, -4.03148, -2.10610], [1.25088, -3.27223, -0.79933], [-2.82922, -4.99082, 0.50472], [-2.75444, -3.82194, -0.46387], [-1.01915, 1.15558, 1.81397], [-0.60038, 0.84276, 0.38680], [0.04231, 4.86574, 2.69776], [-0.03878, 4.46258, 1.23457], [-3.79533, -2.47961, -1.67128], [-5.08630, -1.78867, -1.26382], [-2.26925, 3.33677, -0.06131], [-3.10638, 3.54069, 1.19076], [4.04741, -2.34935, -2.42277], [3.14047, -1.18081, -2.07346], [1.51837, 2.53276, 1.84038], [1.99207, 1.09331, 1.95713], [-0.20835, 0.07934, -0.99164], [4.71920, 0.26778, 0.99475], [1.65190, -3.20447, -1.67316], [-2.79839, -4.02788, 0.47668], [-0.25207, 0.91414, 1.28266], [-0.34612, 5.13157, 1.85666], [-4.55445, -2.57226, -1.08464], [-3.15935, 3.56610, 0.22871], [3.13454, -2.04828, -2.49352], [2.03792, 1.86400, 1.38014]]
}

---

[6]
{
  "formula": "C20H51Cl4InO20P4",
  "method": "the ωB97M-V functional and the def2-TZVPD basis",
  "total_charge": 1,
  "homo_ev": [-12.18, -12.18],
  "lumo_ev": [-2.596, -6.910],
  "orbital_gap_ev": [9.58, 5.27],
  "spin_multiplicity": 2,
  "symbols": ["In", "C", "C", "O", "O", "H", "H", "H", "C", "Cl", "Cl", "H", "H", "C", "Cl", "Cl", "H", "H", "C", "O", "P", "O", "O", "C", "O", "C", "H", "H", "H", "H", "H", "H", "H", "H", "H", "C", "O", "P", "O", "O", "C", "O", "C", "H", "H", "H", "H", "H", "H", "H", "H", "H", "C", "O", "P", "O", "O", "C", "O", "C", "H", "H", "H", "H", "H", "H", "H", "H", "H", "C", "O", "P", "O", "O", "C", "O", "C", "H", "H", "H", "H", "H", "H", "H", "H", "H", "O", "C", "O", "C", "C", "C", "H", "H", "H", "H", "H", "H", "H", "H"],
  "coordinates": [[-0.34693, 0.20525, 3.88806], [1.23285, 0.07742, -0.78694], [0.57451, -0.01407, 0.60620], [-0.33486, 0.78377, 0.89207], [1.08285, -0.75366, 1.45488], [2.10817, 0.72447, -0.72997], [0.58017, 0.55690, -1.51646], [1.58900, -0.87504, -1.17948], [4.50103, 0.19466, -2.68562], [4.23704, 1.86156, -2.01213], [5.19475, -0.86462, -1.46562], [3.52758, -0.23921, -2.91424], [5.17935, 0.22209, -3.53839], [1.20745, 3.86147, 0.45683], [1.17276, 3.37961, -1.26796], [2.28896, 5.24200, 0.64443], [0.20008, 4.01972, 0.84187], [1.68634, 3.01723, 0.95285], [-0.14952, -3.82133, 0.30208], [-1.47211, -3.27669, 0.15464], [-2.39157, -2.90014, 1.45734], [-1.80556, -1.80783, 2.34617], [-3.87258, -2.64758, 0.83189], [-4.30743, -1.38796, 0.36615], [-2.52634, -4.28607, 2.28526], [-2.85178, -5.45680, 1.57337], [0.12136, -3.98001, 1.34590], [0.61139, -3.14157, -0.08137], [-0.07920, -4.77898, -0.21374], [-5.25002, -1.19513, 0.87845], [-4.50279, -1.46518, -0.70342], [-3.62476, -0.59395, 0.66884], [-3.78043, -5.84636, 1.99048], [-2.16099, -6.29939, 1.54213], [-3.05692, -5.35111, 0.50809], [4.36646, 0.71117, 1.81938], [4.83141, 0.82207, 3.12250], [3.89020, 1.36957, 4.32154], [2.47190, 0.92575, 4.17998], [4.69758, 0.95241, 5.68177], [6.00153, 1.32540, 5.94881], [4.12705, 2.96904, 4.22152], [3.81938, 3.81318, 5.30272], [3.94257, -0.27848, 1.64904], [5.20166, 0.73145, 1.11927], [3.64258, 1.42740, 1.43063], [6.36389, 2.06017, 5.22984], [6.63514, 0.43847, 5.95214], [6.08083, 1.78980, 6.93173], [4.60902, 3.91463, 6.04722], [2.98595, 3.34798, 5.82909], [3.40022, 4.75165, 4.93984], [1.17932, 1.64427, -4.52540], [0.23685, 0.67514, -4.85928], [-1.37834, 1.01216, -5.01246], [-1.79072, 2.39317, -5.26887], [-1.88809, -0.09591, -6.06122], [-1.57869, 0.03106, -7.42499], [-1.99076, 0.35835, -3.66394], [-2.05869, 1.04412, -2.41134], [1.60109, 1.55333, -3.52444], [0.79150, 2.64756, -4.70182], [1.92130, 1.61435, -5.32332], [-1.33990, 1.07610, -7.62247], [-2.50344, -0.13496, -7.97758], [-0.81904, -0.64353, -7.81990], [-3.09398, 1.28531, -2.17026], [-1.51001, 1.97246, -2.57014], [-1.64740, 0.39267, -1.64028], [-2.94501, 2.91292, 0.59990], [-3.98854, 3.06343, 1.56912], [-4.27353, 1.79918, 2.55965], [-3.09843, 0.88523, 2.72093], [-4.74210, 2.53791, 3.91960], [-3.91852, 3.43892, 4.62564], [-5.60302, 1.04106, 2.06443], [-6.83148, 1.76621, 1.95351], [-2.07790, 3.47725, 0.94307], [-3.32006, 3.24899, -0.36679], [-2.64860, 1.87540, 0.44565], [-4.37159, 4.42564, 4.72161], [-2.90698, 3.57808, 4.24416], [-3.86750, 3.04981, 5.64255], [-6.84880, 2.80543, 2.28186], [-7.58352, 1.16333, 2.46251], [-7.00582, 1.84098, 0.88014], [0.68453, -3.75315, -4.95415], [0.51234, -3.58586, -3.78556], [1.31315, -3.92272, -2.76188], [2.61605, -4.31827, -2.98976], [3.24228, -4.51183, -1.59695], [-0.77984, -2.96090, -3.25305], [3.28430, -3.67000, -3.55659], [2.61328, -5.28705, -3.48931], [4.30507, -4.74059, -1.67610], [2.58983, -5.23080, -1.10148], [3.19037, -3.60117, -1.00021], [-1.25826, -3.65113, -2.55821], [-1.47849, -2.60682, -4.01108], [-0.58341, -2.13025, -2.57515]]
}

---

Please write out number 5 again, unchanged.
{
  "formula": "H20O10",
  "method": "the ωB97M-V functional and the def2-TZVPD basis",
  "relative_energy_kcal_mol": 126.7,
  "total_charge": 0,
  "homo_ev": -9.51,
  "lumo_ev": -0.257,
  "orbital_gap_ev": 9.25,
  "smiles": "O.O.O.O.O.O.O.O.O.O",
  "symbols": ["H", "H", "H", "H", "H", "H", "H", "H", "H", "H", "H", "H", "H", "H", "H", "H", "H", "H", "H", "H", "O", "O", "O", "O", "O", "O", "O", "O", "O", "O"],
  "coordinates": [[-0.25961, 0.94829, -1.40550], [-0.84809, -0.45107, -1.47990], [5.18986, 1.09975, 1.11845], [3.78886, 0.51773, 1.02615], [1.41190, -4.03148, -2.10610], [1.25088, -3.27223, -0.79933], [-2.82922, -4.99082, 0.50472], [-2.75444, -3.82194, -0.46387], [-1.01915, 1.15558, 1.81397], [-0.60038, 0.84276, 0.38680], [0.04231, 4.86574, 2.69776], [-0.03878, 4.46258, 1.23457], [-3.79533, -2.47961, -1.67128], [-5.08630, -1.78867, -1.26382], [-2.26925, 3.33677, -0.06131], [-3.10638, 3.54069, 1.19076], [4.04741, -2.34935, -2.42277], [3.14047, -1.18081, -2.07346], [1.51837, 2.53276, 1.84038], [1.99207, 1.09331, 1.95713], [-0.20835, 0.07934, -0.99164], [4.71920, 0.26778, 0.99475], [1.65190, -3.20447, -1.67316], [-2.79839, -4.02788, 0.47668], [-0.25207, 0.91414, 1.28266], [-0.34612, 5.13157, 1.85666], [-4.55445, -2.57226, -1.08464], [-3.15935, 3.56610, 0.22871], [3.13454, -2.04828, -2.49352], [2.03792, 1.86400, 1.38014]]
}